(1)
ORCA calculation (ωB97M-V with the def2-TZVPD basis set) on 2 unconnected molecules or ions with the total composition C7H14N2.

```
23
Properties=species:S:1:pos:R:3:lowdin_charge:R:1
C 0.383 -2.225 -0.421 -0.09
C -0.236 -0.698 1.716 -0.28
C 0.466 -1.675 0.955 -0.35
C 0.822 -1.883 3.148 -0.33
N -0.198 -0.954 3.066 0.03
N 1.209 -2.436 1.917 0.05
H -0.955 -0.065 1.268 0.02
H -0.549 -0.415 3.756 -0.06
H 0.917 -3.223 -0.445 0.09
H 0.843 -1.598 -1.147 0.04
H 1.215 -2.108 4.124 0.06
H -0.660 -2.377 -0.420 0.05
C -0.512 1.348 -1.443 -0.37
C -1.296 2.175 -2.443 -0.19
C 0.817 1.800 -0.824 -0.18
H -1.183 1.055 -0.499 0.10
H -0.263 0.476 -2.025 0.07
H -0.644 2.455 -3.273 0.06
H -1.626 3.098 -2.068 0.03
H 1.329 0.868 -0.501 0.05
H 1.490 2.222 -1.590 0.05
H -2.219 1.651 -2.925 0.09
H 0.848 2.509 0.076 0.06
```

As for the spin multiplicity: 2. As for the HOMO-LUMO gap (spin up / spin down): 2.43 / 8.19 eV. As for the charge: -1. For the highest occupied orbital energy (spin up / spin down), the calculation gives 1.18 / -4.69 eV. The expectation value of S² is 0.7504.


(2)
ORCA calculation (ωB97M-V with the def2-TZVPD basis set) on 2 unconnected molecules or ions with the total composition C7H14N2.

```
23
Properties=species:S:1:pos:R:3:lowdin_charge:R:1
C 1.375 1.084 2.076 -0.23
C 2.127 2.070 1.216 -0.18
H 1.470 1.247 3.104 0.03
H 0.347 1.221 1.918 0.04
H 1.755 0.120 1.799 0.01
H 2.355 2.985 1.942 0.08
H 1.628 2.553 0.490 0.00
H 3.166 1.704 0.884 0.08
C 0.485 -1.874 -0.874 -0.21
C 1.871 -1.231 -0.506 -0.12
C -0.439 -0.713 -0.660 -0.41
C -1.565 -1.007 0.195 -0.17
C -1.843 0.878 -0.932 -0.32
N -0.663 0.436 -1.411 0.03
N -2.512 -0.032 -0.071 -0.06
H 0.493 -2.343 -1.862 0.08
H 0.104 -2.638 -0.100 0.10
H 2.583 -1.815 -0.823 -0.02
H -1.934 -1.909 0.780 0.06
H -2.184 1.833 -0.991 -0.01
H -3.413 0.142 0.380 0.09
H 2.023 -1.029 0.595 0.05
H 1.772 -0.145 -0.832 0.08
```

As for the spin multiplicity: 2. As for the HOMO-LUMO gap (spin up / spin down): 2.51 / 7.01 eV. As for the charge: -1. For the highest occupied orbital energy (spin up / spin down), the calculation gives 1.57 / -3.01 eV. The expectation value of S² is 0.7609.


Q: Which of them is the least stable? A: (2).


(1)
ORCA calculation (ωB97M-V with the def2-TZVPD basis set) on a molecular structure, C2H7N2S.

```
12
Properties=species:S:1:pos:R:3:lowdin_charge:R:1
S -0.176 0.897 2.202 0.08
H 0.597 1.922 2.479 -0.39
C -1.222 -0.913 -0.071 -0.25
N 1.109 0.556 -0.374 -0.01
C 0.603 -0.243 -1.354 -0.40
N -0.461 -1.001 -1.331 -0.10
H -2.072 -1.600 -0.161 0.05
H -1.553 0.102 0.136 0.01
H -0.595 -1.265 0.767 0.03
H 1.936 1.094 -0.666 0.06
H 0.657 0.744 0.662 -0.16
H 1.177 -0.293 -2.289 0.08
```

As for the spin multiplicity: 1. As for the HOMO-LUMO gap: 7.49 eV. As for the charge: -1. For the highest occupied orbital energy, the calculation gives -3.29 eV.


(2)
ORCA calculation (ωB97M-V with the def2-TZVPD basis set) on 2 unconnected molecules or ions with the total composition C2H7N2S.

```
12
Properties=species:S:1:pos:R:3:lowdin_charge:R:1
C -2.688 1.204 1.579 -0.68
S -1.998 0.213 0.070 -0.11
H -1.930 2.018 1.781 -0.03
H -3.724 1.527 1.273 -0.03
H -2.723 0.311 2.402 0.01
N 1.664 -0.385 0.210 0.03
C 2.337 -1.032 -0.802 -0.42
N 3.250 -0.373 -1.408 0.02
H 1.880 0.588 0.325 0.07
H 0.639 -0.617 0.036 0.01
H 1.907 -2.083 -1.019 0.13
H 3.633 -0.878 -2.197 0.00
```

As for the spin multiplicity: 1. As for the HOMO-LUMO gap: 6.31 eV. As for the charge: -1. For the highest occupied orbital energy, the calculation gives -2.42 eV.


Q: Which of them is the least stable? A: (2).


(1)
ORCA calculation (ωB97M-V with the def2-TZVPD basis set) on a gas-phase ion, C3H6ClN2O (charge +1).

```
13
Properties=species:S:1:pos:R:3:lowdin_charge:R:1
C 0.387 0.458 -0.307 -0.31
C 0.155 -0.857 0.379 -0.11
C -1.275 -1.221 0.489 -0.38
N -0.566 1.350 -0.287 0.01
N 1.601 0.645 -0.875 0.16
O -1.743 0.978 0.213 -0.11
Cl -1.936 -1.472 1.987 0.91
H 0.901 -1.426 -0.196 0.15
H 0.462 -0.733 1.392 0.12
H -1.941 -1.349 -0.280 0.07
H -0.345 2.320 -0.452 0.19
H 2.192 -0.203 -1.207 0.18
H 2.107 1.509 -0.856 0.12
```

As for the spin multiplicity: 1. As for the HOMO-LUMO gap: 7.28 eV. As for the charge: +1. For the highest occupied orbital energy, the calculation gives -13.25 eV.


(2)
ORCA calculation (ωB97M-V with the def2-TZVPD basis set) on a gas-phase ion, C3H6ClN2O (charge +1).

```
13
Properties=species:S:1:pos:R:3:lowdin_charge:R:1
C 1.107 0.302 -0.566 -0.13
C -2.051 -0.436 -0.493 -0.20
C -1.998 -1.192 0.572 -0.45
N -0.075 0.642 -0.174 0.01
N 2.139 0.514 0.205 0.17
O -1.246 0.564 -0.952 0.02
Cl -0.932 -0.980 1.977 0.63
H 1.185 0.128 -1.717 0.22
H -2.715 -0.625 -1.343 0.15
H -2.823 -1.904 0.891 0.11
H -0.135 1.082 0.699 0.12
H 3.159 0.243 0.040 0.19
H 1.988 0.756 1.225 0.17
```

As for the spin multiplicity: 1. As for the HOMO-LUMO gap: 9.74 eV. As for the charge: +1. The structure (SMILES) is [NH2+]=CNO/C=C\Cl. For the highest occupied orbital energy, the calculation gives -13.72 eV.


Q: Which of them is the least stable? A: (1).